Below is a molecular structure, C32H50LaP2 in a non-equilibrium geometry, with properties calculated with wB97M-V/def2-TZVPD.

Last column: Mulliken charge in e.
CARTESIAN COORDINATES (ANGSTROEM)
1 La -0.028 0.082 -0.330  0.601
2 C 2.280 0.750 -1.523  0.077
3 C 1.389 1.796 -1.920  0.607
4 C 1.734 1.948 0.373  0.196
5 C 2.545 0.882 -0.120  0.801
6 C 1.046 2.534 -0.745  0.693
7 C 2.874 -0.256 -2.431  -1.396
8 H 2.169 -0.575 -3.224  0.210
9 H 3.216 -1.159 -1.889  0.282
10 H 3.760 0.169 -2.944  0.338
11 C 3.572 0.181 0.669  -1.203
12 H 4.055 -0.618 0.110  0.469
13 H 3.161 -0.241 1.583  -0.102
14 H 4.343 0.898 0.969  0.327
15 C 1.669 2.423 1.770  -0.880
16 H 2.333 3.295 1.892  0.402
17 H 1.993 1.657 2.483  -0.146
18 H 0.658 2.743 2.073  0.092
19 C 0.237 3.769 -0.696  -1.409
20 H 0.854 4.661 -0.937  0.294
21 H -0.185 3.945 0.310  0.362
22 H -0.587 3.743 -1.431  0.170
23 C 1.030 2.126 -3.316  -1.066
24 H 1.862 2.628 -3.850  0.288
25 H 0.176 2.811 -3.362  0.424
26 H 0.788 1.223 -3.897  0.139
27 C -2.515 -0.947 -2.528  -0.267
28 C -1.566 -0.600 -3.423  0.028
29 C -1.951 -0.077 -4.791  -1.348
30 C -2.523 1.356 -4.890  -1.082
31 C -2.711 2.066 -3.569  -0.255
32 C -3.666 1.707 -2.720  -0.448
33 C -4.604 0.566 -3.024  -0.917
34 C -3.979 -0.843 -2.894  -1.268
35 H -2.689 -0.758 -5.255  0.432
36 H -3.474 1.316 -5.459  0.422
37 H -1.052 -0.102 -5.431  0.430
38 H -4.151 -1.360 -3.854  0.375
39 H -2.319 -1.524 -1.611  0.736
40 H -0.500 -0.865 -3.328  0.653
41 H -4.561 -1.382 -2.129  0.373
42 H -5.460 0.629 -2.332  0.378
43 H -3.897 2.267 -1.811  0.508
44 H -5.035 0.669 -4.038  0.379
45 H -1.842 1.963 -5.510  0.300
46 H -2.072 2.943 -3.426  0.666
47 P 0.699 -2.762 -0.251  0.483
48 C 2.344 -3.104 0.480  -0.739
49 H 2.515 -4.173 0.658  0.552
50 H 2.372 -2.567 1.436  -0.068
51 H 3.135 -2.713 -0.177  0.234
52 C -0.478 -3.742 0.768  -1.116
53 H -0.161 -4.792 0.870  0.418
54 H -1.471 -3.700 0.290  0.329
55 H -0.529 -3.270 1.761  0.234
56 C 0.737 -3.558 -1.905  -1.222
57 H -0.277 -3.546 -2.327  0.331
58 H 1.102 -4.592 -1.855  0.451
59 H 1.408 -2.972 -2.552  0.281
60 P -2.130 0.758 1.633  0.797
61 C -2.544 2.552 1.437  -1.056
62 H -3.577 2.813 1.717  0.454
63 H -2.377 2.839 0.382  0.104
64 H -1.856 3.149 2.064  0.370
65 C -3.623 -0.313 1.403  -1.084
66 H -4.225 0.017 0.539  0.257
67 H -4.249 -0.333 2.311  0.468
68 H -3.247 -1.337 1.214  0.250
69 C -1.702 0.597 3.386  -1.374
70 H -2.462 1.007 4.055  0.550
71 H -0.757 1.121 3.545  0.248
72 H -1.540 -0.458 3.610  0.346
73 C 0.829 -0.748 2.021  0.108
74 C 1.460 -0.895 3.104  -0.499
75 C 2.204 -1.027 4.326  0.428
76 C 3.336 -0.202 4.618  0.096
77 C 4.112 -0.425 5.758  -0.818
78 C 3.780 -1.439 6.662  -0.351
79 C 2.641 -2.218 6.426  -0.643
80 C 1.857 -2.009 5.293  -0.348
81 H 3.589 0.625 3.943  0.355
82 H 4.993 0.197 5.949  0.367
83 H 4.399 -1.620 7.540  0.385
84 H 2.368 -2.999 7.140  0.364
85 H 0.949 -2.600 5.134  0.389

Kohn-Sham gap in eV: 7.49
Calculated total energy in eV: -53425.7231
HOMO energy in eV: -10.11
Net charge: +1
Energy relative to the best compared isomer or geometry (same formula, charge and spin) in kcal/mol: 0.0

***

Below is a molecular structure, C6H15NO2Tl in a non-equilibrium geometry, with properties calculated with wB97M-V/def2-TZVPD.

Last column: Mulliken spin population.
CARTESIAN COORDINATES (ANGSTROEM)
1 Tl -2.209 -1.453 0.230  0.012
2 C -0.787 0.296 3.692  0.000
3 O -0.789 0.554 2.329  0.062
4 C 0.052 1.578 1.885  0.005
5 C -0.115 1.921 0.330  0.048
6 N 0.104 0.672 -0.333  0.690
7 C 0.062 0.819 -1.779  0.035
8 C 0.577 -0.563 -2.327  0.003
9 O -0.018 -1.715 -1.793  0.031
10 C 0.441 -2.987 -2.218  -0.002
11 H -1.617 -0.388 3.872  0.000
12 H -0.874 1.269 4.174  0.007
13 H 0.191 -0.167 3.824  0.003
14 H 1.042 1.336 2.271  0.003
15 H -0.243 2.492 2.399  0.003
16 H 0.610 2.675 0.026  0.050
17 H -1.108 2.188 -0.033  0.014
18 H 1.009 0.337 -0.034  -0.020
19 H 0.745 1.545 -2.219  0.037
20 H -0.976 1.086 -1.980  0.008
21 H 1.636 -0.705 -2.115  0.002
22 H 0.531 -0.653 -3.412  0.002
23 H 1.526 -3.021 -2.111  0.000
24 H 0.110 -3.382 -3.178  0.004
25 H 0.102 -3.734 -1.500  0.002

2S+1: 2
Kohn-Sham gap (spin up / spin down) in eV: 9.65 / 4.90
Calculated total energy in eV: -16723.4881
HOMO energy (spin up / spin down) in eV: -17.54 / -17.15
Net charge: +2

***

Below is a molecular structure, C21H38F9IN5O8S2 in a non-equilibrium geometry, with properties calculated with wB97M-V/def2-TZVPD.

Last column: Mulliken charge in e.
CARTESIAN COORDINATES (ANGSTROEM)
1 O -2.851 1.557 2.498  -0.596
2 S -2.397 0.108 2.618  1.141
3 O -3.545 -0.614 3.314  -0.800
4 C -2.216 -0.716 0.972  -0.608
5 C -2.556 0.233 -0.263  -0.253
6 C -1.293 0.922 -0.945  -0.809
7 I 0.171 -0.459 -1.764  -0.106
8 N -1.050 -0.070 3.644  -0.629
9 S 0.349 0.638 2.981  1.258
10 O 0.082 1.914 2.190  -0.679
11 O 0.922 -0.354 1.971  -0.564
12 C 1.608 1.088 4.253  -1.008
13 C 2.407 -0.145 4.875  -0.880
14 C 3.641 -0.644 3.986  1.046
15 F 4.867 -0.291 4.637  -0.327
16 F 3.706 0.015 2.731  -0.279
17 C 3.529 -2.214 3.707  0.461
18 F 4.280 -2.464 2.521  -0.324
19 F 2.214 -2.616 3.380  -0.245
20 C 3.986 -3.144 4.924  0.563
21 F 3.030 -4.187 5.051  -0.284
22 F 3.994 -2.497 6.171  -0.292
23 C 5.389 -3.892 4.693  0.604
24 F 5.144 -4.942 3.800  -0.230
25 F 6.414 -3.049 4.283  -0.209
26 F 5.784 -4.390 5.954  -0.258
27 H -1.192 -1.201 0.809  0.269
28 H -2.962 -1.587 0.928  0.370
29 H -3.080 -0.387 -1.073  0.200
30 H -3.260 1.074 0.053  0.170
31 H -1.698 1.523 -1.834  0.332
32 H -0.806 1.701 -0.261  0.401
33 H 1.055 1.595 5.123  0.422
34 H 2.329 1.890 3.866  0.309
35 H 2.876 0.236 5.852  0.418
36 H 1.699 -0.978 5.183  0.353
37 C -6.237 4.461 0.780  0.058
38 O -5.701 3.628 0.076  -0.565
39 N -5.959 4.681 2.095  0.223
40 C -6.646 5.696 2.863  -0.927
41 C -4.941 3.874 2.749  -0.966
42 H -7.024 5.129 0.389  0.237
43 H -5.914 6.415 3.241  0.315
44 H -7.159 5.222 3.704  0.316
45 H -7.379 6.222 2.248  0.312
46 H -3.989 4.006 2.231  0.301
47 H -5.225 2.821 2.691  0.313
48 H -4.834 4.168 3.793  0.378
49 C -2.378 1.043 -5.039  -0.186
50 O -2.307 0.453 -3.979  -0.457
51 N -3.300 1.993 -5.349  0.310
52 C -3.321 2.651 -6.638  -1.059
53 C -4.294 2.357 -4.357  -1.000
54 H -1.672 0.843 -5.862  0.448
55 H -3.191 3.728 -6.492  0.377
56 H -4.282 2.460 -7.118  0.386
57 H -2.521 2.279 -7.279  0.303
58 H -3.789 2.729 -3.462  0.335
59 H -4.873 1.471 -4.088  0.258
60 H -4.960 3.126 -4.748  0.370
61 C -4.838 -0.868 -8.140  0.030
62 O -4.651 0.247 -7.690  -0.530
63 N -4.426 -2.027 -7.559  0.147
64 C -4.686 -3.321 -8.155  -0.931
65 C -3.703 -1.963 -6.301  -0.802
66 H -5.376 -1.027 -9.089  0.260
67 H -5.277 -3.922 -7.460  0.328
68 H -3.734 -3.821 -8.352  0.326
69 H -5.234 -3.216 -9.092  0.300
70 H -4.328 -1.473 -5.551  0.281
71 H -2.795 -1.373 -6.438  0.199
72 H -3.440 -2.965 -5.961  0.373
73 C 11.700 -3.055 2.202  0.124
74 O 12.685 -2.537 2.691  -0.584
75 N 10.448 -2.520 2.201  0.109
76 C 9.320 -3.200 1.597  -0.763
77 C 10.238 -1.228 2.825  -0.987
78 H 11.749 -4.037 1.704  0.257
79 H 8.905 -2.569 0.807  0.322
80 H 8.558 -3.376 2.361  0.215
81 H 9.624 -4.156 1.169  0.303
82 H 10.868 -0.484 2.332  0.316
83 H 10.524 -1.286 3.878  0.300
84 H 9.191 -0.931 2.746  0.388

Kohn-Sham gap in eV: 7.53
Calculated total energy in eV: -100450.4357
HOMO energy in eV: -5.55
Net charge: -1

***

Below is 3 unconnected molecules or ions with the total composition C18H44I2O8P2Si in a non-equilibrium geometry, with properties calculated with wB97M-V/def2-TZVPD.

Last column: Mulliken charge in e.
CARTESIAN COORDINATES (ANGSTROEM)
1 C -8.137 -3.094 -3.781  -1.077
2 C -8.362 -1.569 -3.675  -0.356
3 I -10.482 -1.170 -3.679  0.022
4 C -7.578 -0.995 -2.469  -0.907
5 Si -8.442 -0.897 -0.780  0.416
6 C -7.366 0.193 0.342  -0.727
7 C -5.941 -0.350 0.577  -0.449
8 C -4.915 0.056 -0.463  -0.873
9 I -4.435 2.139 -0.427  -0.001
10 H -9.042 -3.643 -4.022  0.349
11 H -7.784 -3.442 -2.808  0.316
12 H -7.338 -3.303 -4.492  0.284
13 H -7.961 -1.087 -4.562  0.444
14 H -7.180 -0.005 -2.704  0.449
15 H -6.730 -1.672 -2.321  0.390
16 H -9.763 -0.251 -0.808  -0.198
17 H -8.524 -2.240 -0.155  -0.108
18 H -7.889 0.183 1.303  0.339
19 H -7.367 1.218 -0.033  0.335
20 H -5.598 0.064 1.531  0.265
21 H -5.990 -1.434 0.721  0.382
22 H -3.984 -0.471 -0.253  0.368
23 H -5.176 -0.193 -1.487  0.388
24 O -0.489 -0.506 0.886  -0.779
25 P 0.540 -0.219 1.910  0.854
26 O 0.559 -1.508 2.902  -0.335
27 C 0.461 -2.828 2.375  -0.308
28 C 1.797 -3.332 1.860  -0.939
29 O -0.233 0.880 2.850  -0.395
30 C -1.230 1.740 2.286  -0.438
31 C -2.614 1.274 2.679  -0.863
32 O 1.980 0.377 2.263  -0.009
33 C 2.424 0.465 3.630  -0.444
34 C 3.610 -0.461 3.849  -0.941
35 H -0.295 -2.880 1.590  0.300
36 H 0.116 -3.466 3.190  0.332
37 H 2.234 -2.629 1.146  0.199
38 H 1.677 -4.299 1.372  0.400
39 H 2.506 -3.453 2.680  0.242
40 H -1.135 1.787 1.201  0.366
41 H -1.048 2.744 2.673  0.344
42 H -2.743 0.208 2.488  0.228
43 H -3.375 1.828 2.126  0.155
44 H -2.778 1.429 3.748  0.327
45 H 1.625 0.239 4.329  0.520
46 H 2.721 1.501 3.800  0.404
47 H 3.530 -1.354 3.234  0.149
48 H 3.679 -0.755 4.897  0.321
49 H 4.543 0.036 3.579  0.269
50 O 6.070 0.899 0.709  -0.787
51 P 5.487 0.954 -0.649  1.178
52 O 6.681 1.465 -1.629  -0.325
53 C 8.011 0.976 -1.466  -0.308
54 C 8.197 -0.383 -2.114  -1.020
55 O 4.560 2.303 -0.552  -0.442
56 C 4.004 2.701 0.705  0.210
57 C 4.767 3.883 1.270  -1.265
58 O 4.539 0.289 -1.752  -0.363
59 C 4.281 0.976 -2.993  -0.209
60 C 4.875 0.194 -4.153  -1.051
61 H 8.285 0.936 -0.411  0.321
62 H 8.672 1.704 -1.938  0.315
63 H 7.444 -1.093 -1.763  0.285
64 H 9.187 -0.780 -1.891  0.399
65 H 8.100 -0.310 -3.198  0.234
66 H 4.000 1.869 1.406  -0.108
67 H 2.964 2.982 0.530  0.373
68 H 5.841 3.702 1.258  0.307
69 H 4.452 4.095 2.293  0.357
70 H 4.586 4.773 0.664  0.331
71 H 4.664 1.991 -2.977  0.287
72 H 3.199 1.041 -3.097  0.429
73 H 5.788 -0.317 -3.857  0.200
74 H 5.094 0.858 -4.990  0.320
75 H 4.177 -0.566 -4.504  0.325

Kohn-Sham gap in eV: 9.74
Calculated total energy in eV: -78418.8161
HOMO energy in eV: -9.26
Net charge: 0
Structure (SMILES): C[C@@H](I)C[SiH2]CCCI.CCOP(=O)(OCC)OCC.CCOP(=O)(OCC)OCC

***

Below is a single C18H23FN6O4 molecule, with properties calculated with wB97M-V/def2-TZVPD.

Last column: Mulliken charge in e.
CARTESIAN COORDINATES (ANGSTROEM)
1 C -0.659 1.634 -3.233  -1.544
2 C 0.607 0.852 -3.168  1.078
3 N 0.884 -0.205 -3.895  -0.713
4 C 2.143 -0.600 -3.518  -0.923
5 C 2.630 0.226 -2.552  -0.109
6 N 1.639 1.157 -2.325  0.415
7 C 1.749 2.289 -1.413  0.206
8 C 2.696 3.353 -1.944  -1.554
9 C 2.181 1.780 -0.027  0.311
10 O 3.191 2.177 0.522  -0.708
11 N 1.358 0.841 0.488  0.300
12 C 1.615 0.182 1.754  -1.355
13 C 1.303 -1.320 1.738  0.524
14 C 2.026 -2.077 0.596  -0.779
15 C 1.048 -2.779 -0.352  -1.082
16 C -0.090 -1.874 -0.797  0.396
17 N -0.711 -1.216 0.371  0.146
18 C -1.933 -0.664 0.186  0.974
19 O -2.313 -0.208 -0.876  -0.655
20 C -2.820 -0.512 1.403  0.122
21 N -3.453 -1.610 1.832  -0.549
22 C -4.289 -1.426 2.836  0.260
23 O -4.936 -2.514 3.270  -0.478
24 N -4.551 -0.278 3.465  -0.599
25 C -3.907 0.795 3.043  0.147
26 O -4.121 1.966 3.644  -0.463
27 C -3.005 0.717 1.984  0.556
28 F -2.333 1.800 1.567  -0.336
29 C -0.200 -1.595 1.689  -1.242
30 H -1.302 1.168 -3.975  0.373
31 H -1.191 1.632 -2.280  0.258
32 H -0.478 2.669 -3.530  0.309
33 H 2.626 -1.452 -3.966  0.457
34 H 3.566 0.254 -2.018  0.490
35 H 0.745 2.707 -1.306  0.433
36 H 2.759 4.184 -1.245  0.405
37 H 3.697 2.943 -2.068  0.302
38 H 2.339 3.714 -2.908  0.425
39 H 0.522 0.601 -0.019  -0.207
40 H 2.671 0.335 1.975  0.462
41 H 1.049 0.666 2.557  0.279
42 H 1.662 -1.696 2.700  0.516
43 H 2.647 -1.379 0.031  0.268
44 H 2.697 -2.825 1.020  0.298
45 H 1.570 -3.117 -1.247  0.535
46 H 0.645 -3.673 0.131  0.422
47 H 0.287 -1.120 -1.492  -0.525
48 H -0.859 -2.430 -1.336  0.611
49 H -5.512 -2.241 3.995  0.367
50 H -4.773 1.817 4.343  0.371
51 H -0.411 -2.646 1.905  0.249
52 H -0.706 -0.999 2.447  0.558

Kohn-Sham gap in eV: 8.92
Calculated total energy in eV: -38889.3263
HOMO energy in eV: -8.59
Net charge: 0
Energy relative to the best compared isomer or geometry (same formula, charge and spin) in kcal/mol: 5.7
Structure (SMILES): Cc1nccn1[C@H](C)C(=O)NC[C@@H]1CCCN(C(=O)c2nc(O)nc(O)c2F)C1

***

- net charge of number 3 (C21H38F9IN5O8S2)?
  -1